(1)
One molecule with the formula C3H8N4S at a distorted geometry. Source: the OMol25 dataset; level of theory: ωB97M-V with the def2-TZVPD basis set.

Last columns: bonded neighbours and bond lengths (Å).
Cartesian coordinates (Å):
1 S 1.2838 -0.8977 2.2168  N4 1.765, H12 1.338
2 N 0.5158 -1.7281 -1.4583  C6 1.283, C8 1.459
3 N -1.2279 2.4008 1.1583  N5 1.348, H10 1.016, H13 1.031
4 N 0.4994 -0.6484 0.6553  S1 1.765, C6 1.378, C7 1.388
5 N -0.5011 1.3021 1.4451  N3 1.348, C7 1.286
6 C 0.4668 -1.7459 -0.1767  N2 1.283, N4 1.378, H14 1.108
7 C -0.2746 0.4893 0.4752  N4 1.388, N5 1.286, H9 1.096
8 C 0.7247 -0.5091 -2.2314  N2 1.459, H11 1.099, H15 1.104, H16 1.109
9 H -0.7694 0.4617 -0.5029  C7 1.096
10 H -1.6472 2.7042 2.0321  N3 1.016
11 H 1.3940 -0.7147 -3.0785  C8 1.099
12 H 0.1265 -0.7798 2.8776  S1 1.338
13 H -2.0199 2.1594 0.5434  N3 1.031
14 H 0.4457 -2.6930 0.3983  C6 1.108
15 H -0.2407 -0.1455 -2.6242  C8 1.104
16 H 1.2242 0.3446 -1.7301  C8 1.109

Summary:
2S+1	1
M	132.2	g mol⁻¹
orbital gap	8.938	eV
relative energy (zero: lowest compared OMol25 entry of this formula, charge and spin)	231.5	kJ/mol
SMILES	C/N=C\N(S)/C=N/N

Here are the Löwdin charges for atoms 1 to 6, given in e: 0.810 -0.004 -0.030 -0.445 -0.088 -0.307

(2)
One molecule with the formula C4H8FNS2 at a distorted geometry. Source: the OMol25 dataset; level of theory: ωB97M-V with the def2-TZVPD basis set.

Last columns: bonded neighbours and bond lengths (Å).
Cartesian coordinates (Å):
1 S -0.8385 -1.6370 -0.3741  N4 1.821, C6 1.762
2 S 2.8192 0.6652 0.3296  C5 1.783
3 F -0.6988 1.4656 -1.1011  C7 1.493
4 N 0.7728 -0.8108 -0.5666  S1 1.821, C5 1.281, H13 1.196
5 C 1.8729 -0.8271 0.0889  S2 1.783, N4 1.281, H14 1.159
6 C -1.6193 -0.6411 0.8521  S1 1.762, C8 1.567, H10 1.133, H12 1.102
7 C -1.4462 1.7139 0.1676  F3 1.493, C8 1.442, H15 1.047, H16 1.174
8 C -2.3903 0.6816 0.5160  C6 1.567, C7 1.442, H9 1.026, H11 1.132
9 H -3.1518 0.6673 -0.1717  C8 1.026
10 H -2.3129 -1.4346 1.2679  C6 1.133
11 H -3.0610 0.5791 1.4216  C8 1.132
12 H -0.9377 -0.5973 1.7174  C6 1.102
13 H 0.4602 0.3274 -0.7583  N4 1.196
14 H 2.3512 -1.7394 0.6210  C5 1.159
15 H -0.6934 1.9420 0.8584  C7 1.047
16 H -1.9689 2.7263 -0.1154  C7 1.174

Summary:
2S+1	1
M	153.2	g mol⁻¹
orbital gap	8.378	eV
relative energy (zero: lowest compared OMol25 entry of this formula, charge and spin)	292.0	kJ/mol
SMILES	FCCCSNC=S

Here are the Löwdin charges for atoms 1 to 6, given in e: 0.888 0.401 -0.132 -0.379 -0.749 -0.532